(1)
{"formula": "C2N2O5S", "method": "wB97M-V/def2-TZVPD", "symbols": ["S", "O", "O", "O", "O", "O", "N", "N", "C", "C"], "xyz": [[1.931944, 0.166930, 1.109264], [2.125229, -0.982329, 1.945971], [-1.315950, -0.837815, -0.269540], [0.735348, -0.074800, -0.055683], [-0.991100, 1.172918, 0.391901], [-4.535875, 0.423762, -0.445471], [-0.733840, 0.114872, -0.005465], [3.530103, -0.019072, -1.314402], [-3.649889, -0.099299, -0.977029], [2.904033, 0.134830, -0.379547]], "forces_ev_per_angstrom": [[-1.0735, 1.4483, 0.0873], [0.1509, -0.3657, -0.5649], [-0.8613, -2.0084, -0.9316], [0.5345, -1.3514, -1.2609], [-1.5436, 2.4759, 0.3485], [2.8832, -1.6973, -1.5842], [2.6763, 0.1531, 2.3162], [1.0513, 0.0284, -1.4074], [-3.5140, 1.8868, 1.3084], [-0.3037, -0.5696, 1.6887]], "nbo_charge": [1.547, -0.835, -0.238, -0.674, -0.301, -0.511, 0.770, -0.216, 0.505, -0.048], "orbital_gap_ev": 10.49, "de_lowest_kcal_mol": 47.1, "homo_ev": -11.52}

=====

(2)
{"formula": "C32H26Cl3IrNO2P2", "method": "wB97M-V/def2-TZVPD", "symbols": ["Ir", "Cl", "Cl", "Cl", "P", "P", "O", "O", "N", "C", "C", "C", "C", "C", "C", "C", "C", "C", "C", "C", "C", "C", "C", "C", "C", "C", "C", "C", "C", "C", "C", "C", "C", "C", "C", "C", "C", "C", "C", "C", "C", "H", "H", "H", "H", "H", "H", "H", "H", "H", "H", "H", "H", "H", "H", "H", "H", "H", "H", "H", "H", "H", "H", "H", "H", "H", "H"], "xyz": [[0.526539, 0.141531, -0.084191], [0.396029, 0.563978, -5.612702], [-0.564699, 2.758212, -3.985638], [2.183988, 1.811884, -3.757074], [1.297351, 1.538421, 1.689366], [-0.219967, -1.951210, -0.917434], [0.315860, 1.050408, -1.688670], [0.781211, -0.846282, -2.985175], [2.009246, -0.864096, 0.470467], [-1.619710, -2.790285, -0.230502], [0.357557, 2.802598, 5.382241], [-0.438110, -1.601741, -2.713116], [1.186604, 5.380205, -0.740359], [-2.469466, -1.459563, -4.744834], [-0.795818, 2.079781, 5.675389], [-1.314836, -0.345460, -2.890996], [-0.694941, 1.002113, 3.533693], [-1.658580, -2.674770, -4.522514], [-1.835180, -4.124511, -0.585692], [1.299359, 3.071774, 0.783438], [0.326114, 4.047381, 1.062737], [2.090845, -2.261327, 0.315657], [-2.485869, -2.135880, 0.647043], [-3.789525, -4.141894, 0.815729], [-2.927936, -4.791780, -0.061464], [0.489064, 1.339073, -4.052710], [-3.574797, -2.817190, 1.169215], [-0.705280, -2.763646, -3.599547], [-2.299070, -0.364215, -4.022346], [2.980442, 0.906242, 1.922990], [3.391379, -1.671156, 2.059826], [2.905744, -2.759225, 1.284369], [0.054860, 0.384728, -2.920384], [2.132076, 4.405912, -1.043251], [2.187751, 3.248708, -0.292942], [1.310288, -2.913629, -0.765872], [0.993615, 2.630905, 4.165655], [0.287118, 5.202927, 0.308367], [0.458362, 1.726097, 3.243207], [-1.322289, 1.182330, 4.758311], [2.867779, -0.525847, 1.549650], [-1.100490, 0.301199, 2.812855], [1.888227, 3.202005, 3.938690], [-1.170298, -4.641170, -1.268616], [2.916532, 2.488216, -0.550038], [3.634525, 1.458084, 1.243804], [-2.218454, 0.624032, 4.994949], [-3.207403, -1.479188, -5.535749], [3.327142, 1.060823, 2.941602], [-4.636277, -4.676831, 1.226086], [-0.375509, 3.904793, 1.875543], [-0.439300, 5.971446, 0.535809], [-1.822189, -0.028580, -1.973482], [-1.846269, -3.530142, -5.160949], [4.082194, -1.723412, 2.889096], [-4.251277, -2.318077, 1.850228], [-2.897244, 0.521880, -4.188108], [-2.315895, -1.099077, 0.915171], [2.819816, 4.551054, -1.865195], [1.123880, -3.962189, -0.550814], [0.759330, 3.502326, 6.103732], [1.814288, -2.816986, -1.731988], [3.156393, -3.803778, 1.405608], [1.147897, 6.288306, -1.329130], [-3.107934, -5.822543, -0.337056], [-1.285734, 2.220323, 6.630670], [-0.109056, -3.664020, -3.492654]], "forces_ev_per_angstrom": [[0.8394, 0.0194, -0.8420], [-0.1213, -0.0989, -0.0696], [-0.0126, -0.0077, 0.0135], [-0.1354, -0.0356, -0.0063], [-0.0760, 0.5846, 0.1105], [-0.0974, 0.1127, -0.1201], [-0.7072, -0.0437, -0.2020], [-0.2164, 0.3260, -0.1413], [-0.2045, -0.5153, 1.1674], [-0.0226, 0.0983, 0.2961], [0.0052, 0.0100, 0.0171], [-0.0954, 0.0145, 0.1474], [-0.0134, 0.0594, -0.0239], [0.1001, -0.4784, -0.1052], [0.0106, 0.0219, 0.0379], [-0.1095, 0.1996, 0.1324], [-0.0471, -0.0087, 0.0511], [-0.2696, 0.1400, -0.2361], [-0.0941, -0.0209, 0.0349], [-0.0827, -0.0508, -0.0775], [-0.0130, -0.0459, -0.0155], [0.3632, -0.4739, 0.3639], [-0.0695, -0.0384, -0.0513], [-0.0259, -0.0277, -0.0010], [-0.0181, -0.0416, -0.0209], [0.1578, 0.2278, 0.2789], [0.0489, 0.0157, -0.0322], [0.1720, 0.0178, 0.1681], [0.3253, 0.2039, 0.1810], [-0.0116, -0.0200, -0.3952], [0.1979, 0.9096, 0.0796], [-0.3601, -0.3750, -0.7966], [0.4109, -0.2031, -0.2244], [-0.0043, -0.0376, 0.0214], [0.0284, 0.0126, 0.0391], [0.0430, 0.1950, -0.1611], [-0.0339, -0.0159, 0.0597], [0.0044, -0.0198, 0.0053], [-0.1439, -0.1427, -0.0558], [0.0185, -0.0031, -0.0362], [0.3885, -0.3641, 0.2812], [0.0311, 0.0165, 0.0062], [-0.0388, -0.0289, -0.0058], [-0.0064, 0.0285, 0.0319], [-0.0251, 0.0010, 0.0225], [0.0978, -0.0286, 0.0530], [0.0270, 0.0159, -0.0012], [-0.0006, -0.0418, 0.0337], [-0.0663, -0.0322, 0.0810], [0.0154, 0.0145, -0.0121], [0.0323, -0.0011, -0.0038], [0.0050, -0.0160, -0.0084], [-0.1627, -0.0464, -0.0814], [-0.0109, 0.0570, -0.0132], [-0.0874, -0.0319, -0.0470], [0.0103, -0.0134, -0.0183], [0.0507, 0.0309, 0.0121], [0.0322, -0.0182, -0.0020], [-0.0133, -0.0024, 0.0135], [-0.0585, -0.0459, 0.0051], [-0.0187, -0.0286, -0.0186], [0.0842, -0.0959, 0.0061], [-0.0307, 0.1045, 0.0434], [0.0027, -0.0261, 0.0193], [-0.0031, 0.0196, 0.0247], [0.0185, -0.0010, -0.0323], [-0.0136, 0.0701, 0.0194]], "nbo_charge": [0.899, 0.107, 0.061, 0.047, 1.209, 1.221, -0.633, -0.538, -0.447, -0.380, -0.188, -0.053, -0.114, -0.208, -0.149, -0.274, -0.200, -0.120, -0.187, -0.451, -0.103, 0.106, -0.200, -0.147, -0.188, -0.146, -0.186, -0.262, -0.159, -0.762, -0.206, -0.205, 0.477, -0.187, -0.167, -0.778, -0.197, -0.214, -0.357, -0.185, 0.099, 0.217, 0.230, 0.224, 0.226, 0.271, 0.238, 0.245, 0.296, 0.244, 0.228, 0.246, 0.228, 0.242, 0.256, 0.238, 0.242, 0.214, 0.246, 0.289, 0.246, 0.283, 0.254, 0.245, 0.244, 0.244, 0.230], "orbital_gap_ev": [6.11, 5.03], "de_lowest_kcal_mol": 79.2, "multiplicity": 2, "charge": 2, "homo_ev": [-14.09, -14.09]}

=====

(3)
{"formula": "C4H5N3S2", "method": "wB97M-V/def2-TZVPD", "symbols": ["S", "S", "N", "N", "N", "C", "C", "C", "C", "H", "H", "H", "H", "H"], "xyz": [[7.022527, -0.058787, -0.238534], [5.093026, 0.210024, 0.301404], [1.460432, -1.092838, -0.223291], [3.741359, -0.712174, -0.177619], [0.334913, -0.417292, -0.132146], [-0.935722, -1.075406, -0.031415], [0.636924, 0.939050, 0.209666], [2.514020, -0.236842, 0.054396], [2.002718, 1.027794, 0.398803], [-1.784384, -0.451363, -0.493710], [2.476549, 2.091766, 0.595678], [-0.770376, -2.084000, -0.469685], [-0.136686, 1.706432, 0.456302], [-1.092907, -1.219458, 1.027052]], "forces_ev_per_angstrom": [[-2.5737, -0.5928, 0.1252], [-0.9744, -0.0236, -0.2002], [0.7013, -0.2351, -0.0710], [3.6752, 0.0488, -0.0466], [2.1785, 3.4490, 0.6512], [-0.6292, -0.2338, -0.6934], [-0.6117, -0.9347, 0.7768], [-1.2620, -0.6192, -0.3203], [-0.8262, 3.3802, -0.1785], [1.4437, -1.1358, 0.5705], [-0.6624, -2.8087, -0.3620], [-0.5696, 0.8013, -0.0128], [0.6849, -1.0195, -0.5622], [-0.5742, -0.0761, 0.3232]], "nbo_charge": [-0.224, 0.532, -0.186, -0.530, -0.138, -0.414, -0.062, 0.180, -0.319, 0.223, 0.256, 0.244, 0.228, 0.212], "orbital_gap_ev": [7.06, 6.61], "de_lowest_kcal_mol": 17.9, "homo_ev": [-8.47, -8.29]}

=====

(4)
{"formula": "C4H8O2", "method": "wB97M-V/def2-TZVPD", "symbols": ["O", "O", "C", "C", "C", "C", "H", "H", "H", "H", "H", "H", "H", "H"], "xyz": [[-0.574715, 1.321282, 0.418088], [1.408027, 0.603650, -1.134262], [-1.565456, -0.388949, -0.507485], [1.408547, -0.015679, 0.132257], [0.225934, -0.887908, 0.496373], [0.329936, 0.467600, 1.057080], [2.424114, -0.149986, 0.523618], [-2.096499, 0.537048, -0.859909], [-1.342441, -0.997642, -1.355658], [0.471402, 0.751854, 2.090729], [0.466675, -1.801494, 1.084333], [-0.155286, 1.467570, -0.452977], [1.171414, -0.087339, -1.766365], [-2.171652, -0.820008, 0.274179]], "forces_ev_per_angstrom": [[0.9203, 1.6874, 0.6982], [0.0196, -0.1087, -0.2260], [0.4778, -1.4315, -0.0212], [-0.1598, 0.2075, 0.0249], [-0.9939, 0.5810, -0.2535], [0.0728, 0.6397, 0.1887], [-0.4934, -0.3976, -0.0992], [1.3536, -0.6437, 0.5412], [-0.4454, -0.8283, -0.3116], [0.2675, -0.2279, 0.0340], [-0.8174, 0.5023, -0.6430], [-0.1944, 0.2749, 0.2484], [0.0786, 0.2304, -0.0016], [-0.0858, -0.4854, -0.1794]], "nbo_charge": [-0.692, -0.720, -0.489, 0.006, -0.295, 0.011, 0.194, 0.210, 0.178, 0.200, 0.218, 0.492, 0.481, 0.204], "orbital_gap_ev": 9.59, "de_lowest_kcal_mol": 134.4, "homo_ev": -9.07}

=====

(5)
{"formula": "C3H2Br2N2", "method": "wB97M-V/def2-TZVPD", "symbols": ["Br", "Br", "N", "N", "C", "C", "C", "H", "H"], "xyz": [[-0.247744, -2.074626, -2.558488], [-2.319656, 2.503486, 1.180453], [0.648218, -0.702581, -0.546014], [-0.280046, 0.712939, 0.968226], [0.734371, 0.109307, 0.551051], [-0.517511, -0.868279, -1.155173], [-1.357879, 0.928835, 1.454986], [1.805134, 0.422549, 0.871332], [1.535113, -1.031630, -0.766372]], "forces_ev_per_angstrom": [[0.0015, -0.5099, -0.6639], [0.0010, 0.2245, -0.3525], [-1.9599, 0.4150, -0.0608], [1.1176, 0.1797, 0.0407], [2.6834, 1.9566, 1.0177], [0.4622, -0.0899, 0.1033], [-1.8513, 0.0067, 1.4318], [-2.1178, -0.7890, -0.2699], [1.6632, -1.3937, -1.2464]], "nbo_charge": [0.016, 0.079, -0.608, -0.371, 0.167, 0.009, 0.107, 0.206, 0.394], "orbital_gap_ev": [7.55, 7.55], "de_lowest_kcal_mol": 107.5, "homo_ev": [-8.18, -8.18]}

=====

(6)
{"formula": "C20H19NO2", "method": "wB97M-V/def2-TZVPD", "symbols": ["O", "O", "N", "C", "C", "C", "C", "C", "C", "C", "C", "C", "C", "C", "C", "C", "C", "C", "C", "C", "C", "C", "C", "H", "H", "H", "H", "H", "H", "H", "H", "H", "H", "H", "H", "H", "H", "H", "H", "H", "H", "H"], "xyz": [[2.551818, 1.547626, 0.004027], [-5.236944, -0.868735, -3.552193], [-1.531700, 1.004510, 0.135102], [0.624802, 1.688660, 3.683043], [-4.330131, -0.380235, -2.649700], [-3.111263, -1.031175, -2.511825], [2.790013, -0.836359, -0.250050], [-0.043545, 1.215659, 2.568700], [2.525501, -1.571201, 0.898850], [1.941058, 2.103694, 3.573939], [-4.586614, 0.743517, -1.875398], [-3.641543, 1.202695, -0.980478], [-2.414638, 0.552855, -0.827551], [1.781345, -2.736125, 0.828108], [1.558188, -2.450996, -1.541243], [1.912300, 1.567125, 1.229515], [2.300921, -1.285938, -1.470275], [2.582719, 2.040202, 2.351305], [3.494538, 0.492037, -0.157253], [0.583912, 1.147809, 1.331854], [-0.142517, 0.606256, 0.132022], [1.293168, -3.175651, -0.390842], [-2.165481, -0.572200, -1.616857], [0.706236, -4.080594, -0.444432], [-5.529999, 1.265078, -1.976375], [-3.852768, 2.079785, -0.384751], [-1.677959, 1.966184, 0.409144], [2.497682, -0.713676, -2.365237], [2.468791, 2.476554, 4.439139], [1.180756, -2.791581, -2.494304], [-1.227277, -1.098068, -1.537872], [2.897351, -1.225867, 1.853379], [4.019336, 0.725725, -1.086535], [-0.103361, -0.488601, 0.177012], [-2.916070, -1.900044, -3.120204], [-1.067346, 0.881692, 2.647684], [1.577450, -3.298244, 1.727449], [4.211265, 0.491267, 0.674893], [-6.027944, -0.317909, -3.537019], [3.607830, 2.366356, 2.250735], [0.379684, 0.926280, -0.782268], [0.120436, 1.731633, 4.636761]], "forces_ev_per_angstrom": [[-0.1740, 0.3346, 0.2302], [-0.1470, -0.0667, -0.1307], [0.1619, 0.3468, 0.5069], [-0.0431, -0.0043, 0.0968], [0.1971, 0.0589, 0.1668], [-0.4801, 0.0681, -0.2065], [0.1049, 0.1159, 0.0159], [0.0481, 0.0174, 0.0502], [0.0845, -0.0020, -0.0470], [0.0310, -0.0245, 0.0449], [0.0151, -0.1022, -0.1222], [0.1264, -0.0518, -0.0216], [-0.2855, -0.1516, -0.1919], [-0.0488, -0.0605, 0.0974], [-0.0416, -0.0070, -0.1152], [-0.1581, 0.0013, 0.1365], [0.0528, 0.0129, 0.0627], [0.0795, -0.0198, -0.2177], [0.1258, -0.2717, -0.0716], [0.1564, 0.0500, -0.2440], [0.0386, -0.0848, -0.2921], [-0.0548, -0.0546, 0.0177], [0.1252, 0.2015, 0.1609], [-0.0391, -0.0790, -0.0057], [-0.0705, 0.0440, -0.0031], [-0.0335, 0.0745, 0.0780], [0.0298, -0.0811, -0.0677], [0.0195, 0.0731, -0.1066], [0.0446, 0.0402, 0.0634], [-0.0262, -0.0357, -0.0826], [0.1200, -0.0447, 0.0194], [0.0415, 0.0482, 0.0862], [0.0025, -0.0631, 0.1311], [0.0848, 0.0508, -0.0866], [0.0367, -0.1145, -0.0756], [-0.1018, -0.0213, -0.0007], [-0.0197, -0.0522, 0.0709], [-0.0681, 0.0356, -0.1117], [0.1080, -0.0687, 0.0024], [0.0889, 0.0481, -0.0388], [-0.0844, -0.1650, 0.1221], [-0.0470, 0.0048, 0.0791]], "nbo_charge": [-0.536, -0.673, -0.624, -0.220, 0.255, -0.233, -0.079, -0.198, -0.206, -0.207, -0.272, -0.249, 0.235, -0.210, -0.222, 0.363, -0.154, -0.281, -0.079, -0.087, -0.250, -0.215, -0.290, 0.217, 0.204, 0.202, 0.377, 0.207, 0.214, 0.215, 0.217, 0.219, 0.200, 0.212, 0.218, 0.226, 0.217, 0.178, 0.475, 0.219, 0.202, 0.213], "orbital_gap_ev": 8.11, "de_lowest_kcal_mol": 0.0, "smiles": "Oc1ccc(NCc2ccccc2OCc2ccccc2)cc1", "homo_ev": -7.27}

=====

Number 1: maximum force 0.082 hartree/bohr. Number 2: maximum force 0.025 hartree/bohr. Number 3: maximum force 0.080 hartree/bohr. Number 4: maximum force 0.040 hartree/bohr. Number 5: maximum force 0.068 hartree/bohr. Number 6: maximum force 0.012 hartree/bohr.